{
  "formula": "C3H4KLiO3",
  "method": "ωB97M-V/def2-TZVPD",
  "elements": ["H", "C", "C", "O", "C", "O", "O", "Li", "H", "H", "H", "K"],
  "coordinates": [[0.8019, 1.2313, -0.6222], [-1.2187, 0.6944, -0.9609], [-0.0385, 1.4268, -1.4241], [1.7950, 0.2167, 1.2483], [1.2967, -0.7601, 1.6362], [1.1828, -1.8312, 2.1156], [-1.1857, -0.4439, -0.4577], [2.2744, -2.9582, 3.3626], [-2.1281, 1.3039, -0.7957], [0.3376, 1.0604, -2.3835], [-0.2540, 2.5052, -1.4247], [-2.8635, -2.4454, -0.2939]],
  "energy_ha": -949.4134,
  "homo_lumo_gap_ev": 9.60,
  "total_charge": 2
}